No. 1
Computed, not measured: a structure of composition C45H51Cl2N6O11TaTe, with wB97M-V/def2-TZVPD.

Output
highest occupied orbital energy (alpha / beta)	-0.4047 / -0.4063	Eh
2S+1	2
frontier orbital gap (alpha / beta)	8.37 / 6.73	eV
calculated total energy	-112837.690	eV
net charge	+1
LUMO energy (alpha / beta)	-2.6377 / -4.3287	eV

CARTESIAN COORDINATES (ANGSTROEM)
Ta1 -1.13951 1.37139 -0.40340
C1 -3.98864 -1.71919 3.32127
N1 -3.66560 -0.56856 2.47336
C2 -3.82522 0.74679 3.09352
C3 -3.32047 -0.69539 1.19330
O1 -3.04465 0.27661 0.47543
C4 -3.27737 -2.10277 0.61338
O2 -3.36136 -1.98383 -0.77289
C5 -2.59784 -2.88518 -1.52375
C6 -2.52393 -2.32609 -2.94274
O3 -3.12298 -1.30352 -3.23624
N2 -1.76198 -3.02976 -3.81023
C7 -1.03354 -4.22816 -3.41508
C8 -1.61546 -2.55376 -5.18078
H1 -4.12059 -1.35393 4.33536
H2 -3.18132 -2.45068 3.32812
H3 -4.91410 -2.20846 3.01758
H4 -3.21631 0.79755 3.99572
H5 -4.87310 0.89427 3.35904
H6 -3.50744 1.51928 2.40353
H7 -4.10700 -2.70156 0.99576
H8 -2.34091 -2.56289 0.95016
H9 -3.04756 -3.88577 -1.54077
H10 -1.58816 -2.97701 -1.10655
H11 -0.29726 -4.02495 -2.63448
H12 -0.49761 -4.60071 -4.28331
H13 -1.70082 -5.02028 -3.07129
H14 -2.35730 -1.78463 -5.36882
H15 -1.77216 -3.37885 -5.87528
H16 -0.62037 -2.13489 -5.34468
O4 0.32890 -0.07507 -6.02564
C9 -0.96179 0.23872 -6.05088
O5 -1.60774 0.19843 -7.06088
C10 -1.59947 0.61593 -4.74975
C11 -2.96258 0.75025 -4.55319
Cl1 -4.24154 0.57713 -5.63765
N3 -3.19506 1.05070 -3.25880
N4 -2.02608 1.09003 -2.57903
C12 -1.07534 0.85007 -3.47617
C13 0.31369 0.86756 -2.94430
O6 1.25663 0.44356 -3.58001
O7 0.39739 1.35700 -1.73606
C14 -4.50340 1.17629 -2.65546
C15 -5.24753 2.31847 -2.90404
C16 -6.51597 2.41956 -2.35866
C17 -7.02118 1.38118 -1.58202
C18 -6.26373 0.23963 -1.36324
C19 -4.99228 0.12416 -1.91167
H17 0.72887 0.05325 -5.13312
H18 -4.83306 3.11684 -3.50777
H19 -7.11207 3.30317 -2.54468
H20 -8.01502 1.46160 -1.15994
H21 -6.67050 -0.57941 -0.78179
H22 -4.38918 -0.76299 -1.78598
O8 -0.42683 -0.95217 1.40754
N5 -0.11664 -0.59288 0.21791
O9 1.23469 -0.57421 -0.07815
O10 -0.95954 -0.67690 -0.81223
Cl2 -3.02490 3.23775 -0.80912
C20 -1.23812 3.47096 -1.01775
H23 -0.91773 4.24850 -0.33199
H24 -1.05218 3.74926 -2.04885
C21 6.19880 -4.85262 2.08815
C22 5.19445 -3.74206 1.93027
C23 4.00476 -3.93374 1.24455
C24 3.05722 -2.92643 1.07756
C25 1.79714 -3.32210 0.33711
C26 3.33613 -1.65873 1.61215
Te1 2.06121 0.08826 1.66169
N6 0.34404 1.65176 1.06603
C27 -0.57769 1.93208 1.95615
O11 -1.73385 2.24517 1.44165
C28 -0.49211 1.95785 3.44365
C29 -0.24643 0.82677 4.21354
C30 -0.21469 0.92807 5.59805
C31 -0.42230 2.15495 6.21450
C32 -0.68933 3.28153 5.44617
C33 -0.73811 3.18083 4.06431
C34 3.37700 1.43708 0.73608
C35 3.52541 2.66526 1.39040
C36 2.95233 3.00022 2.75083
C37 4.29881 3.64302 0.77879
C38 4.91315 3.43286 -0.44653
C39 5.73183 4.50983 -1.10553
C40 4.75183 2.19643 -1.05748
C41 3.99339 1.17714 -0.49850
C42 3.88624 -0.10040 -1.29949
C43 4.50736 -1.45744 2.36259
C44 4.87027 -0.14460 3.03603
C45 5.41853 -2.49601 2.49438
H25 5.89352 -5.74506 1.54403
H26 6.31847 -5.12047 3.13963
H27 7.17834 -4.54602 1.71789
H28 3.79482 -4.91145 0.82336
H29 1.78204 -4.40481 0.21491
H30 1.74499 -2.87103 -0.65336
H31 0.89940 -3.04028 0.89054
H32 -0.11806 -0.13858 3.74358
H33 -0.03292 0.04444 6.19674
H34 -0.38372 2.23126 7.29362
H35 -0.86716 4.23669 5.92365
H36 -0.96543 4.04943 3.45785
H37 2.20140 2.30252 3.12042
H38 2.48293 3.98391 2.73388
H39 3.75197 3.03011 3.49422
H40 4.42211 4.59675 1.28187
H41 5.84575 5.37697 -0.45675
H42 5.25847 4.83899 -2.03260
H43 6.72560 4.14020 -1.36242
H44 5.23168 2.01122 -2.01367
H45 4.86228 -0.35383 -1.71423
H46 3.19300 0.03999 -2.13089
H47 3.55071 -0.95331 -0.71996
H48 4.01897 0.37474 3.49159
H49 5.33656 0.55101 2.33421
H50 5.57164 -0.32595 3.84839
H51 6.32701 -2.32376 3.06458

No. 2
Computed, not measured: a structure of composition C45H51MnN6OSSi3, with wB97M-V/def2-TZVPD.

Output
highest occupied orbital energy (alpha / beta)	-0.1373 / -0.1394	Eh
2S+1	2
frontier orbital gap (alpha / beta)	5.40 / 5.47	eV
calculated total energy	-124275.508	eV
net charge	-1
LUMO energy (alpha / beta)	1.6635 / 1.6784	eV

CARTESIAN COORDINATES (ANGSTROEM)
Mn1 0.41942 0.49279 0.62336
C1 -0.39791 2.44051 4.85078
Si1 -0.88717 0.99449 3.74178
C2 -1.44166 -0.41593 4.89859
C3 -2.47271 1.59550 2.91707
N1 0.36231 0.57334 2.62692
C4 1.67064 0.52498 3.15661
C5 1.96368 0.16927 4.47031
C6 3.26418 0.20230 4.97120
C7 4.28629 0.59597 4.12971
C8 4.02242 0.89165 2.79710
C9 2.73342 0.79540 2.24799
N2 2.40029 0.94671 0.91464
Si2 3.69426 0.98054 -0.23361
C10 3.19132 0.81130 -2.04189
C11 4.61398 2.63508 -0.16985
C12 4.89816 -0.46147 -0.06211
H1 -1.16278 2.58518 5.61961
H2 -0.33976 3.36755 4.27500
H3 0.56280 2.29254 5.34328
H4 -2.45615 -0.75592 4.67421
H5 -1.44476 -0.07282 5.93722
H6 -0.78850 -1.28947 4.84863
H7 -3.15400 1.91874 3.71196
H8 -3.01882 0.84539 2.33545
H9 -2.28961 2.45906 2.27547
H10 1.15883 -0.11716 5.13819
H11 3.45687 -0.07094 6.00127
H12 5.30629 0.65842 4.49166
H13 4.85559 1.18186 2.17192
H14 2.68785 1.67692 -2.47336
H15 2.59407 -0.08506 -2.21818
H16 4.13047 0.68054 -2.58988
H17 3.90318 3.43694 -0.39760
H18 5.41461 2.67410 -0.91436
H19 5.04678 2.85568 0.80787
H20 4.37925 -1.37714 -0.36060
H21 5.30686 -0.62290 0.93326
H22 5.73221 -0.32098 -0.75727
C13 -0.55607 -3.86315 -2.41978
C14 -0.85975 -3.16315 -3.74195
C15 -2.27264 -3.55633 -4.19819
C16 0.16777 -3.64801 -4.77696
C17 -0.74705 -1.64264 -3.63343
C18 -1.08951 -0.86402 -4.75562
C19 -0.95589 0.50582 -4.76806
C20 -0.47537 1.12543 -3.62079
S1 -0.24786 2.81028 -3.31749
C21 0.27083 2.42942 -1.70781
N3 0.27783 1.16477 -1.40162
C22 -0.14403 0.38680 -2.48663
C23 -0.26867 -1.00819 -2.49675
C24 0.66950 3.49414 -0.79445
C25 1.22337 4.68219 -1.27348
C26 1.64100 5.66259 -0.39172
C27 1.52224 5.46434 0.97875
C28 0.97251 4.28650 1.45978
C29 0.53692 3.31236 0.57413
H23 -0.68412 -4.94071 -2.54412
H24 -1.21430 -3.53937 -1.61233
H25 0.47528 -3.69471 -2.11916
H26 -2.35905 -4.64492 -4.21591
H27 -2.50791 -3.19114 -5.19933
H28 -3.02940 -3.17048 -3.51216
H29 0.08929 -4.73086 -4.90001
H30 1.17931 -3.41704 -4.43897
H31 0.00859 -3.18100 -5.75133
H32 -1.45488 -1.35464 -5.64865
H33 -1.22085 1.08327 -5.64421
H34 0.05562 -1.56180 -1.62486
H35 1.35864 4.82368 -2.33906
H36 2.08230 6.57391 -0.77397
H37 1.87104 6.22266 1.66792
H38 0.90535 4.09704 2.52234
N4 0.36468 -2.41608 2.22952
C30 1.00703 -2.41685 1.02943
O1 0.96737 -1.38592 0.29507
C31 1.68977 -3.58033 0.58758
C32 1.71022 -4.73414 1.39797
N5 1.68072 -5.65096 2.10274
C33 2.38258 -3.54576 -0.63999
N6 2.94945 -3.52387 -1.64796
H39 0.20086 -1.47384 2.58775
H40 0.64840 -3.12140 2.89292
C34 -4.08577 -3.99093 1.04181
C35 -3.90436 -3.59636 -0.27623
C36 -3.25855 -2.40245 -0.56034
C37 -2.76174 -1.58269 0.45668
C38 -2.92595 -2.02024 1.77371
C39 -3.59538 -3.19803 2.06892
Si3 -1.77701 0.00449 0.19028
C40 -2.87351 1.09986 -0.91743
C41 -2.74786 2.48324 -0.74971
C42 -3.45217 3.38472 -1.53574
C43 -4.28075 2.91768 -2.54401
C44 -4.40946 1.54985 -2.74677
C45 -3.72701 0.65695 -1.93418
H41 -4.58674 -4.92453 1.26523
H42 -4.25465 -4.22479 -1.08647
H43 -3.10570 -2.13314 -1.59824
H44 -2.50187 -1.44292 2.58583
H45 -3.70710 -3.51038 3.09981
H46 0.08328 2.42579 1.02483
H47 -2.07805 2.86927 0.00909
H48 -3.33787 4.44936 -1.37105
H49 -4.82252 3.61462 -3.17177
H50 -5.04955 1.17554 -3.53672
H51 -3.86300 -0.40176 -2.10906

Which energy relative to the best compared isomer or geometry (same formula, charge and spin) belongs to each record? In order, 0.7008; 0.0000 eV.